No. 1
Molecular formula: C30H56CsN5O3S2Si3
Method: DFT, ωB97M-V/def2-TZVPD

Each line ends with the Mulliken charge.
Geometry (Å):
Cs (-0.37, 0.00, -1.07)  1.686
N (3.12, -1.91, -1.57)  -0.398
C (3.64, -1.65, -0.25)  0.142
C (3.19, -2.70, 0.77)  -1.251
C (1.71, -2.58, 1.13)  1.041
N (0.89, -3.14, 0.07)  -0.431
H (3.54, -2.74, -1.97)  0.190
H (3.28, -1.12, -2.17)  0.123
H (3.26, -0.67, 0.06)  -0.149
H (4.75, -1.60, -0.22)  0.315
H (3.79, -2.59, 1.67)  0.378
H (3.36, -3.69, 0.35)  0.370
H (1.46, -1.53, 1.24)  -0.528
H (1.54, -3.08, 2.10)  0.175
H (-0.07, -2.85, 0.20)  -0.218
H (0.90, -4.16, 0.16)  0.354
C (4.08, 1.56, -2.38)  -1.068
O (2.72, 1.41, -2.57)  -0.116
Si (1.82, 2.11, -3.80)  -0.412
C (2.05, 0.94, -5.31)  -1.239
C (2.77, 3.70, -4.35)  -1.231
C (0.12, 2.28, -3.13)  1.529
Si (-0.06, 3.46, -1.69)  -0.856
C (-1.52, 3.04, -0.53)  -0.368
C (1.47, 3.56, -0.55)  -0.560
C (-0.37, 5.32, -2.13)  -1.248
Si (-1.21, 2.35, -4.43)  -0.127
C (-0.87, 3.56, -5.91)  -1.143
C (-1.54, 0.67, -5.30)  -1.113
C (-2.94, 2.86, -3.78)  -1.044
H (4.37, 2.61, -2.35)  0.339
H (4.66, 1.06, -3.16)  0.326
H (4.35, 1.11, -1.42)  0.223
H (3.09, 0.78, -5.58)  0.357
H (1.54, 1.34, -6.18)  0.343
H (1.62, -0.04, -5.09)  0.287
H (3.73, 3.51, -4.83)  0.315
H (2.96, 4.33, -3.49)  0.338
H (2.17, 4.27, -5.04)  0.375
H (-1.57, 1.97, -0.32)  -0.328
H (-2.47, 3.32, -0.98)  0.351
H (-1.45, 3.56, 0.43)  0.186
H (1.76, 2.57, -0.21)  -0.133
H (1.29, 4.17, 0.33)  0.370
H (2.32, 3.98, -1.07)  0.345
H (-1.26, 5.41, -2.74)  0.320
H (0.46, 5.73, -2.70)  0.312
H (-0.51, 5.95, -1.25)  0.318
H (0.06, 3.29, -6.40)  0.274
H (-0.76, 4.58, -5.55)  0.312
H (-1.65, 3.55, -6.66)  0.352
H (-0.68, 0.35, -5.87)  0.323
H (-2.39, 0.73, -5.97)  0.325
H (-1.76, -0.10, -4.57)  0.299
H (-2.91, 3.83, -3.31)  0.261
H (-3.30, 2.14, -3.05)  0.258
H (-3.67, 2.90, -4.58)  0.354
C (-1.88, -1.16, 4.82)  -0.732
C (-3.09, -1.00, 3.92)  -0.593
C (-2.77, -1.28, 2.45)  -0.759
N (-2.40, -2.66, 2.25)  0.140
C (-2.53, -3.21, 0.97)  -0.284
S (-3.98, -2.86, 0.05)  -0.354
N (-1.96, -4.45, 0.77)  0.383
C (-1.14, -5.17, 1.63)  0.135
O (-0.16, -5.79, 1.14)  -0.898
C (-1.51, -5.20, 3.02)  0.054
C (-2.84, -4.95, 3.45)  0.045
C (-3.17, -5.00, 4.78)  -0.404
C (-2.22, -5.30, 5.74)  -0.530
C (-0.91, -5.58, 5.34)  -0.359
C (-0.57, -5.54, 4.01)  -0.837
H (-2.14, -0.89, 5.84)  0.373
H (-1.07, -0.52, 4.48)  0.040
H (-1.53, -2.19, 4.82)  0.103
H (-3.48, 0.02, 3.98)  0.391
H (-3.88, -1.69, 4.24)  0.336
H (-1.97, -0.59, 2.12)  0.126
H (-3.66, -1.09, 1.84)  0.406
H (-1.48, -2.88, 2.63)  0.068
H (-1.83, -4.68, -0.21)  0.346
H (-3.61, -4.78, 2.71)  0.246
H (-4.20, -4.80, 5.07)  0.381
H (-2.49, -5.34, 6.79)  0.338
H (-0.16, -5.82, 6.08)  0.351
H (0.45, -5.75, 3.71)  0.412
S (-4.64, -0.69, -1.75)  -0.463
C (-3.47, -1.39, -0.84)  -0.329
O (0.79, 0.55, 1.31)  -0.120
N (1.05, 1.27, 2.34)  0.042
C (2.33, 1.42, 2.80)  0.023
C (2.61, 2.19, 3.89)  -0.810
C (1.59, 2.86, 4.58)  -0.326
C (0.28, 2.70, 4.10)  -0.975
C (0.04, 1.92, 3.01)  -0.328
H (3.08, 0.89, 2.24)  0.313
H (3.64, 2.28, 4.21)  0.402
H (1.80, 3.47, 5.45)  0.395
H (-0.54, 3.20, 4.59)  0.441
H (-0.95, 1.77, 2.60)  0.608

The energy above the lowest of the compared OMol25 structures with the same formula, charge and spin is 2.915 eV. The electronic energy comes out at -3361.1921 Ha. For the lowest unoccupied orbital energy, the calculation gives 3.1358 eV. The total charge is -2.

=====

No. 2
Molecular formula: C30H56N2O9Pb
Method: DFT, ωB97M-V/def2-TZVPD

Each line ends with the Mulliken charge.
Geometry (Å):
Pb (0.15, 0.18, -0.02)  1.615
C (5.04, 0.61, 1.39)  -1.557
C (3.59, 0.47, 1.76)  1.145
C (3.39, 0.39, 3.35)  -0.647
C (3.61, 1.82, 4.07)  -0.961
C (2.55, 2.67, 3.46)  -1.174
C (2.53, 2.85, 1.91)  1.765
N (2.70, 1.55, 1.18)  1.073
O (2.46, 1.48, -0.28)  -0.851
C (3.70, 3.78, 1.53)  -2.011
C (1.27, 3.51, 1.55)  -1.684
C (3.19, -0.97, 1.14)  -1.342
H (5.41, 1.60, 1.13)  0.261
H (5.11, 0.31, 0.34)  0.404
H (5.66, 0.17, 2.16)  0.349
H (4.00, -0.44, 3.71)  0.584
H (2.39, 0.06, 3.64)  -0.378
H (4.63, 2.13, 3.84)  0.357
H (3.42, 1.53, 5.10)  0.492
H (2.74, 3.63, 3.96)  0.327
H (1.51, 2.45, 3.67)  0.416
H (4.70, 3.44, 1.80)  0.342
H (3.58, 4.82, 1.85)  0.419
H (3.74, 3.85, 0.44)  0.355
H (1.27, 4.04, 0.59)  0.255
H (1.14, 4.23, 2.35)  0.464
H (0.37, 2.90, 1.59)  0.193
H (2.16, -1.30, 1.17)  0.374
H (3.84, -1.69, 1.63)  0.426
H (3.46, -1.07, 0.09)  0.006
C (-3.21, -3.58, 2.79)  -1.847
C (-3.13, -2.16, 2.08)  1.634
C (-4.08, -1.29, 3.02)  -1.402
C (-3.55, -0.94, 4.42)  -0.890
C (-2.09, -0.26, 4.37)  -1.399
C (-1.19, -1.01, 3.39)  2.686
N (-1.85, -1.43, 2.09)  0.861
O (-0.86, -1.87, 1.09)  -0.754
C (-0.63, -2.22, 4.13)  -1.911
C (-0.11, 0.02, 3.23)  -1.248
C (-3.86, -2.14, 0.67)  -1.813
H (-3.49, -3.61, 3.84)  0.285
H (-2.42, -4.32, 2.64)  0.325
H (-4.10, -4.01, 2.34)  0.562
H (-5.05, -1.74, 3.20)  0.470
H (-4.35, -0.38, 2.50)  0.457
H (-3.44, -1.76, 5.14)  0.322
H (-4.25, -0.27, 4.91)  0.426
H (-1.80, -0.43, 5.41)  0.405
H (-2.20, 0.80, 4.14)  0.442
H (-1.09, -2.46, 5.08)  0.356
H (0.40, -2.11, 4.46)  0.382
H (-0.79, -3.09, 3.50)  0.283
H (0.34, 0.43, 4.13)  0.622
H (-0.63, 0.86, 2.76)  0.263
H (0.63, -0.36, 2.52)  -0.984
H (-4.92, -1.94, 0.79)  0.492
H (-3.91, -3.08, 0.12)  0.430
H (-3.70, -1.40, -0.12)  0.084
C (2.14, -3.14, -3.11)  -0.509
C (2.77, -1.88, -3.57)  -0.683
C (2.27, -0.68, -2.76)  -0.265
O (1.37, -1.28, -1.88)  0.365
C (1.62, -2.76, -1.74)  -0.689
H (2.86, -3.96, -3.13)  0.294
H (1.27, -3.48, -3.67)  0.276
H (2.52, -1.93, -4.63)  0.329
H (3.86, -1.88, -3.60)  0.398
H (1.77, -0.05, -3.49)  -0.044
H (3.14, -0.20, -2.30)  0.097
H (0.66, -3.23, -1.54)  0.273
H (2.25, -2.96, -0.87)  0.301
C (-1.79, -2.19, -6.05)  -1.480
C (-2.58, -1.34, -4.99)  0.407
C (-3.74, -2.02, -4.31)  -0.558
O (-3.26, -1.96, -2.99)  -0.352
C (-2.17, -1.31, -2.84)  0.112
O (-1.64, -1.06, -1.79)  -0.051
O (-1.65, -0.95, -3.97)  -0.130
H (-0.75, -1.87, -6.02)  0.288
H (-2.20, -2.28, -7.06)  0.408
H (-1.68, -3.23, -5.72)  0.416
H (-3.10, -0.49, -5.43)  0.188
H (-3.81, -3.03, -4.73)  0.339
H (-4.68, -1.48, -4.39)  0.290
C (-1.76, 5.23, -4.00)  -1.542
C (-2.10, 3.75, -4.06)  0.425
C (-1.08, 2.98, -4.92)  -0.602
O (-0.72, 1.85, -4.24)  -0.284
C (-1.00, 2.06, -2.98)  0.151
O (-0.62, 1.38, -2.05)  -0.520
O (-1.70, 3.17, -2.83)  -0.293
H (-1.93, 5.77, -4.94)  0.382
H (-0.83, 5.57, -3.56)  0.364
H (-2.54, 5.60, -3.34)  0.395
H (-3.18, 3.67, -4.21)  0.311
H (-0.26, 3.62, -5.25)  0.285
H (-1.72, 2.69, -5.75)  0.350

The energy above the lowest of the compared OMol25 structures with the same formula, charge and spin is 4.173 eV. The electronic energy comes out at -2155.8940 Ha. For the lowest unoccupied orbital energy, the calculation gives -0.0927 eV. The total charge is 0.